# 1
A structure of composition C40H51BrN2O4RhSSi at a distorted geometry. Source: the OMol25 dataset; level of theory: ωB97M-V/def2-TZVPD.

Last column: Mulliken charge in e.
Geometry (Å):
Rh -0.1232 -0.2870 2.1646  -0.56
O 4.2259 -0.9377 2.7732  -0.62
C 4.0940 -2.0907 3.4489  0.25
C 5.2348 -2.8729 3.6292  -0.64
C 5.1691 -4.0493 4.3421  -0.36
C 3.9611 -4.4866 4.8881  -0.74
C 2.8202 -3.7478 4.6898  -0.52
C 2.8590 -2.5432 3.9710  0.20
C 1.6358 -1.7845 3.7566  1.60
O 1.6664 -0.6158 3.1706  -1.11
N 0.4895 -2.2728 4.1881  -0.93
N -0.5845 -1.6102 3.7471  0.96
C -1.7046 -1.6532 4.4058  -0.62
C -2.9221 -1.0198 4.0457  0.61
C -4.0100 -1.0986 4.9418  -0.83
C -5.1898 -0.4505 4.7019  -0.79
C -5.3291 0.3088 3.5307  -0.46
C -4.3041 0.3891 2.6216  -0.76
C -3.0744 -0.2671 2.8425  0.49
O -2.1478 -0.1959 1.9315  0.02
H 3.3562 -0.4998 2.7495  0.37
H 6.1605 -2.5246 3.1904  0.44
H 6.0649 -4.6408 4.4787  0.39
H 3.9228 -5.4031 5.4604  0.41
H 1.8707 -4.0765 5.0869  0.43
H -1.6820 -2.1975 5.3455  0.43
H -3.8810 -1.6802 5.8478  0.39
H -6.0071 -0.5094 5.4067  0.41
H -6.2491 0.8484 3.3469  0.42
H -4.3947 0.9630 1.7082  0.43
C 0.9247 1.4285 -3.1406  -1.96
C 2.1982 1.7905 -2.3613  2.81
C 3.1802 2.4952 -3.3126  -1.75
C 2.8342 0.4746 -1.8841  -1.75
Si 1.7823 2.9861 -0.9093  -1.79
Br 0.6993 1.4256 0.6736  0.73
C 3.2662 3.6205 0.1378  2.66
C 3.8161 4.8987 -0.5166  -1.75
C 4.3812 2.5648 0.1915  -1.93
C 2.8740 3.9359 1.5907  -1.78
C 0.3252 4.2168 -1.1982  2.63
C -1.0236 3.5152 -1.4329  -1.81
C 0.6481 5.0829 -2.4268  -1.64
C 0.1501 5.1309 0.0247  -2.08
H 1.1697 0.6874 -3.9058  0.70
H 0.4958 2.2929 -3.6492  0.40
H 0.1639 0.9926 -2.4883  0.02
H 3.3863 1.8416 -4.1633  0.51
H 4.1310 2.7141 -2.8237  0.34
H 2.7733 3.4326 -3.7000  0.33
H 2.9783 -0.1774 -2.7499  0.53
H 2.1979 -0.0534 -1.1727  0.12
H 3.8081 0.6239 -1.4227  0.38
H 4.1282 4.7280 -1.5500  0.34
H 4.6882 5.2396 0.0455  0.53
H 3.0813 5.7060 -0.5121  0.31
H 4.8241 2.3821 -0.7881  0.29
H 4.0201 1.6192 0.6008  0.29
H 5.1770 2.9236 0.8484  0.64
H 2.1229 4.7200 1.6647  0.32
H 3.7637 4.2788 2.1247  0.56
H 2.5039 3.0514 2.1081  0.29
H -1.0260 2.8915 -2.3254  0.30
H -1.7939 4.2800 -1.5613  0.60
H -1.3116 2.9024 -0.5794  0.26
H 0.7124 4.4863 -3.3391  0.33
H 1.5886 5.6263 -2.3083  0.31
H -0.1482 5.8176 -2.5644  0.51
H -0.0251 4.5521 0.9335  0.33
H -0.7217 5.7708 -0.1320  0.60
H 1.0106 5.7826 0.1791  0.38
O -0.1002 -1.9975 0.8071  -0.66
S -1.3397 -2.0461 -0.0869  1.47
C -0.6304 -1.9833 -1.7748  -0.86
C -1.6455 -1.4931 -2.7667  1.18
C -1.9798 -2.2547 -3.8793  -0.44
C -2.8902 -1.7748 -4.8087  -0.71
C -3.4760 -0.5307 -4.6305  -0.62
C -3.1601 0.2278 -3.5116  -1.01
C -2.2518 -0.2510 -2.5826  -0.08
C -1.8095 -3.8068 -0.0041  -1.54
C -2.8970 -4.1147 -0.9863  0.58
C -2.6928 -5.0520 -1.9920  -0.45
C -3.7075 -5.3469 -2.8898  -0.63
C -4.9294 -4.6990 -2.7942  -0.46
C -5.1343 -3.7504 -1.8012  -0.79
C -4.1244 -3.4599 -0.8998  -0.03
H -0.2274 -2.9621 -2.0325  0.66
H 0.1920 -1.2738 -1.6546  -0.54
H -1.5214 -3.2257 -4.0221  0.42
H -3.1377 -2.3724 -5.6762  0.44
H -4.1786 -0.1532 -5.3616  0.43
H -3.6211 1.1967 -3.3679  0.47
H -2.0079 0.3372 -1.7025  0.55
H -2.1301 -3.9427 1.0307  0.53
H -0.9000 -4.3822 -0.1747  0.48
H -1.7400 -5.5651 -2.0625  0.40
H -3.5455 -6.0896 -3.6600  0.41
H -5.7239 -4.9369 -3.4888  0.43
H -6.0887 -3.2464 -1.7235  0.44
H -4.2840 -2.7234 -0.1192  0.50

Net charge: +1
Gap between HOMO and LUMO (alpha / beta): 4.845 / 5.316 eV
Energy above the lowest of the compared OMol25 structures with the same formula, charge and spin: 73.7 kJ/mol
2S+1: 1
Lowest unoccupied orbital energy (alpha / beta): -5.19 / -4.78 eV

---

# 2
A structure of composition C40H51F6NO2PSSeSn. Source: the OMol25 dataset; level of theory: ωB97M-V/def2-TZVPD.

Last column: Mulliken spin population.
Geometry (Å):
Sn -0.0107 0.4552 -0.7519  0.01
C 4.5208 0.3060 6.1281  0.00
C 4.7902 -0.8293 5.1036  0.00
C 6.2980 -1.0037 4.9354  0.00
C 4.1811 -2.1510 5.6314  0.00
C 4.0799 -0.4362 3.8504  0.00
C 2.6397 -0.2659 3.9186  0.00
C 1.9713 0.2531 2.8824  0.02
Se 0.0780 0.4791 2.8665  -0.01
C 0.0667 2.3902 2.6727  0.15
C 0.3107 3.2117 3.7259  0.14
C 0.1838 4.6194 3.5869  0.01
C -0.1094 5.1343 2.3157  -0.11
C -0.3409 4.3684 1.1970  0.07
C -0.3303 2.9247 1.3859  0.22
O -0.7251 2.1385 0.4862  0.23
C -0.6207 5.0790 -0.1301  0.06
C 0.5227 6.0784 -0.3883  0.01
C -0.7157 4.1768 -1.3656  0.00
C -1.9519 5.8358 0.0136  0.03
C 0.3574 5.5662 4.7577  0.08
C 0.5598 4.8257 6.0800  0.01
C -0.8954 6.4509 4.8775  0.03
C 1.5881 6.4510 4.4832  0.04
C 2.7324 0.6372 1.6371  -0.02
O 2.1879 1.3047 0.7917  0.02
C 4.1704 0.1679 1.4883  0.00
C 4.7725 -0.2569 2.6393  0.00
C 4.9149 0.1979 0.1804  0.00
C 5.9819 1.3119 0.2949  0.00
C 5.6122 -1.1704 0.0094  0.00
C 4.0579 0.4467 -1.0653  0.00
H 5.0249 0.0308 7.0542  0.00
H 4.9295 1.2573 5.7854  0.00
H 3.4611 0.4323 6.3456  0.00
H 6.7273 -1.2613 5.9024  0.00
H 6.5440 -1.8136 4.2470  0.00
H 6.7849 -0.0879 4.5965  0.00
H 4.7259 -2.4229 6.5350  0.00
H 3.1282 -2.0634 5.8926  0.00
H 4.2957 -2.9595 4.9094  0.00
H 2.1261 -0.5429 4.8273  0.00
H 0.5751 2.7914 4.6860  0.00
H -0.1580 6.2094 2.2147  0.01
H 1.4870 5.5702 -0.4474  0.00
H 0.3478 6.5813 -1.3394  0.00
H 0.5908 6.8488 0.3788  0.00
H 0.1889 3.5806 -1.5057  0.00
H -1.5806 3.5162 -1.3311  0.00
H -0.8153 4.8189 -2.2408  0.00
H -1.9229 6.5611 0.8272  0.00
H -2.1632 6.3784 -0.9088  0.00
H -2.7763 5.1443 0.2001  0.00
H -0.2712 4.1551 6.3072  0.00
H 1.4884 4.2508 6.0917  0.00
H 0.6231 5.5532 6.8884  0.00
H -1.7872 5.8516 5.0681  0.00
H -0.7664 7.1384 5.7135  0.00
H -1.0697 7.0494 3.9837  0.00
H 2.4906 5.8496 4.3605  0.00
H 1.4601 7.0623 3.5895  0.00
H 1.7425 7.1240 5.3270  0.00
H 5.8189 -0.5196 2.6210  0.00
H 6.6764 1.1297 1.1152  0.00
H 6.5504 1.3321 -0.6348  0.00
H 5.5231 2.2917 0.4344  0.00
H 6.3153 -1.3935 0.8106  0.00
H 4.8826 -1.9788 -0.0538  0.00
H 6.1746 -1.1462 -0.9232  0.00
H 3.6728 1.4617 -1.1111  0.00
H 4.6936 0.2914 -1.9367  0.00
H 3.2299 -0.2596 -1.1340  0.00
N -2.0228 -0.0960 -0.6416  0.00
S -2.9641 0.0986 0.7149  0.00
C -4.2648 -1.0917 0.5263  0.00
C -4.8051 -1.5820 1.7064  0.00
C -5.8502 -2.4898 1.6297  0.00
C -6.3191 -2.9019 0.3910  0.00
C -5.7565 -2.4086 -0.7801  0.00
C -4.7220 -1.4900 -0.7227  0.00
C -3.8069 1.6362 0.4072  -0.01
C -4.0294 2.1080 -0.8765  0.00
C -4.7412 3.2873 -1.0294  0.00
C -5.2185 3.9680 0.0847  0.00
C -4.9779 3.4828 1.3628  0.00
C -4.2595 2.3079 1.5326  0.01
H -2.0107 -1.1016 -0.8336  0.00
H -4.4126 -1.2728 2.6672  0.00
H -6.2859 -2.8855 2.5366  0.00
H -7.1259 -3.6200 0.3357  0.00
H -6.1282 -2.7375 -1.7407  0.00
H -4.2906 -1.0893 -1.6306  0.00
H -3.6524 1.5637 -1.7319  0.00
H -4.9316 3.6722 -2.0223  0.00
H -5.7838 4.8810 -0.0457  0.00
H -5.3499 4.0157 2.2273  0.00
H -4.0644 1.9209 2.5261  0.00
F 1.3114 -1.2073 0.6431  0.00
P 0.6220 -2.7400 0.3412  0.00
F 0.0781 -2.0239 -1.0822  0.00
F 1.1816 -3.2291 1.7415  0.00
F -0.0983 -4.0856 -0.0113  0.00
F -0.7219 -2.1496 1.0512  0.00
F 1.9558 -3.1378 -0.4110  0.00

Net charge: +2
Expectation value of S²: 0.77
Gap between HOMO and LUMO (alpha / beta): 5.322 / 5.674 eV
2S+1: 2
Lowest unoccupied orbital energy (alpha / beta): -8.41 / -8.41 eV

---

# 3
A structure of composition C40H52BrMnO5SSbSi. Source: the OMol25 dataset; level of theory: ωB97M-V/def2-TZVPD.

Last column: natural (NBO) charge in e.
Geometry (Å):
Mn -0.4186 -0.0805 0.3601  1.40
C 2.9218 -1.4958 -1.5292  -0.64
C 2.5596 -1.5624 -0.0539  0.27
C 2.9163 -0.2561 0.6344  -0.62
C 3.2271 -2.7456 0.6280  -0.63
O 1.1133 -1.6884 0.0780  -1.01
Si 0.0472 -2.9482 -0.2823  2.16
S -1.7751 -1.9641 -0.1594  -0.93
O 0.2631 -4.2176 0.7232  -0.97
C -0.1553 -4.5134 2.0645  0.29
C -0.0706 -3.2649 2.9303  -0.64
C -1.5850 -5.0368 2.0183  -0.64
C 0.8011 -5.5832 2.5660  -0.62
O 0.5235 -3.4809 -1.7453  -0.96
C 0.1533 -4.6542 -2.4907  0.28
C 1.0787 -5.7904 -2.0760  -0.63
C -1.3027 -5.0120 -2.2248  -0.64
C 0.3607 -4.2919 -3.9524  -0.61
H 4.0013 -1.3741 -1.6346  0.21
H 2.4267 -0.6451 -2.0010  0.22
H 2.6134 -2.4013 -2.0467  0.24
H 3.9828 -0.0491 0.5341  0.22
H 2.6766 -0.3026 1.6983  0.20
H 2.3719 0.5739 0.1766  0.22
H 4.3106 -2.6658 0.5239  0.22
H 2.9061 -3.6867 0.1794  0.23
H 2.9829 -2.7701 1.6906  0.21
H -0.7728 -2.5132 2.5649  0.21
H 0.9335 -2.8414 2.9065  0.22
H -0.3163 -3.4962 3.9688  0.22
H -2.2471 -4.2861 1.5853  0.23
H -1.9370 -5.2765 3.0237  0.21
H -1.6356 -5.9409 1.4092  0.21
H 1.8222 -5.1986 2.5812  0.21
H 0.7688 -6.4548 1.9112  0.21
H 0.5309 -5.8952 3.5762  0.21
H 1.0061 -5.9668 -1.0028  0.23
H 2.1135 -5.5419 -2.3188  0.21
H 0.8107 -6.7083 -2.6028  0.21
H -1.4591 -5.2620 -1.1732  0.22
H -1.5851 -5.8795 -2.8240  0.21
H -1.9580 -4.1785 -2.4788  0.23
H 1.4012 -4.0148 -4.1260  0.21
H -0.2731 -3.4475 -4.2242  0.22
H 0.1135 -5.1380 -4.5961  0.21
C -2.0668 -0.7552 6.2282  -0.67
C -0.5778 -0.7865 5.9968  0.08
C 0.2245 -1.3144 7.0122  -0.23
C 1.5975 -1.4242 6.8836  -0.20
C 2.2113 -0.9962 5.7149  -0.22
C 1.4299 -0.4702 4.7011  -0.22
C 0.0424 -0.3510 4.8235  -0.40
Sb -0.7689 0.5690 3.0570  1.09
C -2.8283 0.9711 3.3541  -0.38
C -3.2604 2.2934 3.3499  -0.21
C -4.6130 2.5900 3.4202  -0.21
C -5.5359 1.5568 3.4859  -0.19
C -5.1047 0.2392 3.4781  -0.21
C -3.7509 -0.0775 3.4069  -0.02
C -3.3222 -1.5205 3.3809  -0.65
C 0.1586 2.4718 3.3515  -0.40
C 1.0019 2.8950 2.3232  -0.22
C 1.6677 4.1085 2.3825  -0.21
C 1.4915 4.9208 3.4925  -0.19
C 0.6757 4.5009 4.5293  -0.23
C 0.0072 3.2777 4.4863  0.08
C -0.8053 2.8720 5.6865  -0.65
H -2.2813 -0.5612 7.2792  0.22
H -2.5178 -1.7182 5.9772  0.22
H -2.5726 0.0021 5.6337  0.23
H -0.2529 -1.6471 7.9271  0.21
H 2.1860 -1.8387 7.6918  0.22
H 3.2844 -1.0685 5.5948  0.22
H 1.9208 -0.1285 3.7953  0.21
H -2.5403 3.0985 3.2757  0.23
H -4.9417 3.6214 3.4195  0.21
H -6.5946 1.7751 3.5413  0.21
H -5.8301 -0.5646 3.5290  0.21
H -4.0454 -2.1503 3.9003  0.22
H -2.3551 -1.6707 3.8687  0.21
H -3.2243 -1.8859 2.3560  0.25
H 1.1457 2.2756 1.4444  0.20
H 2.3044 4.4198 1.5641  0.22
H 1.9888 5.8806 3.5511  0.21
H 0.5466 5.1349 5.3993  0.21
H -1.3536 3.7235 6.0916  0.22
H -0.1484 2.4913 6.4725  0.23
H -1.5263 2.0929 5.4589  0.21
Br -2.5617 4.7674 0.6890  0.08
C -0.9910 4.8676 -0.3632  0.08
C -0.5895 6.1522 -0.7066  -0.28
C 0.5364 6.3508 -1.4869  -0.18
C 1.2653 5.2606 -1.9390  -0.23
C 0.8595 3.9850 -1.5936  -0.15
C -0.2659 3.7584 -0.7975  -0.25
C -0.5483 2.3311 -0.4271  0.75
O 0.2189 1.4388 -0.9290  -0.82
O -1.4356 2.0174 0.3940  -0.73
H -1.1702 6.9936 -0.3559  0.23
H 0.8365 7.3584 -1.7436  0.22
H 2.1421 5.4029 -2.5560  0.22
H 1.4119 3.1193 -1.9300  0.24

Net charge: 0
Expectation value of S²: 8.76
Gap between HOMO and LUMO (alpha / beta): 8.574 / 8.919 eV
2S+1: 6
Lowest unoccupied orbital energy (alpha / beta): 0.55 / 0.46 eV

---

Number 1: M 866.8 g mol⁻¹, total energy -5337.3154 hartree. Number 2: M 952.6 g mol⁻¹, total energy -5714.1525 hartree. Number 3: M 929.6 g mol⁻¹, total energy -6584.8594 hartree.